1.
96
Properties=species:S:1:pos:R:3:mulliken_charge:R:1 method="wB97M-V/def2-TZVPD" energy_ev=-138610.4681 charge=-1 orbital_gap_ev=4.616 relative_energy_kcal_mol=19.46
Rb 0.25515 -0.67882 0.98918 1.270
Br -3.77461 4.40745 4.79803 -0.271
C -2.37694 3.18193 4.34362 -0.289
C -1.04704 3.63082 4.37279 -0.275
C -0.04582 2.77966 4.00740 -0.663
C -0.28216 1.42693 3.56717 0.441
O 0.64963 0.73572 3.09058 -0.979
C -1.65567 0.96417 3.70308 1.052
C -2.03749 -0.40876 3.59085 -0.550
N -1.24352 -1.39933 3.37882 -0.103
C -1.63638 -2.70439 3.55268 -0.047
C -2.59061 -3.10348 4.48059 -0.366
C -2.91698 -4.45172 4.66962 -0.816
C -2.30412 -5.43752 3.94285 -0.902
C -1.29916 -5.09387 3.01448 1.082
C -0.59651 -6.06061 2.26425 -0.772
C 0.41131 -5.66776 1.42699 -0.783
C 0.71583 -4.30020 1.34103 -0.355
N 0.06755 -3.36899 1.99615 0.000
C -0.93883 -3.72981 2.82425 -0.033
C -2.67097 1.88783 4.02836 -0.557
H -0.82667 4.65016 4.66190 0.400
H 0.97980 3.12683 3.98550 0.360
H -3.11163 -0.59380 3.75414 0.326
H -3.07288 -2.35186 5.09148 0.485
H -3.66194 -4.71464 5.41131 0.362
H -2.56055 -6.47996 4.09033 0.368
H -0.85874 -7.10668 2.37339 0.382
H 0.97543 -6.38973 0.85042 0.392
H 1.53913 -3.95814 0.71730 0.715
H -3.70242 1.55318 4.04403 0.418
C 6.85963 0.32292 1.05328 -0.781
O 5.90979 -0.73226 1.06404 -0.369
C 4.69907 -0.56568 0.48051 0.534
O 3.94342 -1.49773 0.40305 -0.400
N 4.43127 0.70737 0.05311 -0.085
N 3.17671 0.93165 -0.53555 -0.258
H 7.78514 -0.10617 1.42733 0.264
H 6.56412 1.14231 1.71453 0.287
H 7.01653 0.70518 0.04339 0.352
H 4.80917 1.45370 0.61772 0.252
H 3.23108 1.76477 -1.10266 0.166
H 2.46916 1.06625 0.17309 0.026
C 3.23900 -4.49112 -2.03865 -0.941
C 2.17336 -4.22458 -3.10030 -0.427
C 0.82755 -3.81710 -2.51002 -0.904
S 0.82680 -2.15521 -1.70972 0.913
O -0.49411 -2.08817 -1.03643 -0.862
C 0.68334 -1.14583 -3.25111 -1.010
C -0.74269 -0.69168 -3.51491 0.788
C -1.65902 -1.79480 -4.04125 -1.604
H 4.18289 -4.77999 -2.50386 0.409
H 2.92047 -5.30722 -1.38439 0.214
H 3.41805 -3.61252 -1.42386 0.136
H 2.03056 -5.13150 -3.69448 0.417
H 2.51837 -3.44897 -3.79063 0.216
H 0.53067 -4.48851 -1.70117 0.349
H 0.04125 -3.80556 -3.26335 0.414
H 1.08225 -1.73251 -4.08218 0.594
H 1.32759 -0.28467 -3.06530 0.229
H -0.70316 0.12842 -4.23490 0.500
H -1.14880 -0.28689 -2.58714 -0.613
H -1.24199 -2.25956 -4.94024 0.317
H -2.63775 -1.38732 -4.29912 0.440
H -1.80755 -2.55918 -3.27848 0.265
C -0.14964 3.60022 0.65044 -0.536
Si -0.50554 2.55711 -0.93507 -0.543
C 0.09561 3.84282 -2.33139 2.056
C -0.55522 5.22585 -2.24352 -1.841
C 1.60664 4.00753 -2.14997 -1.880
C -0.12839 3.28399 -3.73897 -1.652
C -2.48235 2.49728 -0.89877 2.438
C -2.85906 1.22679 -0.12738 -1.421
C -3.08403 2.39508 -2.30170 -1.844
C -3.12380 3.68791 -0.17520 -1.755
H -0.49567 4.64073 0.59359 0.439
H 0.91747 3.61728 0.89131 0.325
H -0.64962 3.14226 1.50348 -0.560
H -0.35183 5.69707 -1.27902 0.351
H -1.63882 5.15826 -2.36711 0.267
H -0.17178 5.89663 -3.02844 0.509
H 1.85371 4.34495 -1.13919 0.389
H 2.00747 4.73858 -2.86606 0.476
H 2.10360 3.04899 -2.32899 0.177
H -1.18788 3.26551 -3.99987 0.325
H 0.25380 2.26081 -3.81056 0.020
H 0.39229 3.89820 -4.48883 0.509
H -2.48034 0.33195 -0.63155 0.127
H -3.95148 1.13653 -0.04256 0.487
H -2.44099 1.24831 0.88528 0.027
H -2.56789 1.63711 -2.89975 0.157
H -3.01994 3.34855 -2.83253 0.339
H -4.14602 2.11517 -2.24992 0.527
H -2.83412 3.71030 0.87783 0.196
H -4.22182 3.62508 -0.21631 0.507
H -2.82873 4.64069 -0.62217 0.269

***

2.
90
Properties=species:S:1:pos:R:3:mulliken_charge:R:1 method="wB97M-V/def2-TZVPD" energy_ev=-137882.3171 charge=+4 orbital_gap_ev="4.925 / 3.133" spin_multiplicity=5 relative_energy_kcal_mol=0.00
N -5.00975 3.33041 -5.13885 0.095
C -4.87402 3.57733 -3.82871 -0.476
C -3.99878 2.83855 -3.01928 -0.196
C -3.17764 1.80615 -3.57881 -0.289
C -3.31321 1.62485 -4.98515 -0.244
C -4.25513 2.38423 -5.70598 -0.471
C -2.30134 1.02087 -2.70626 -0.542
Pd 0.17621 -0.55319 -2.28205 -0.757
P 2.31265 -0.73666 -1.57350 1.569
C -0.87992 1.13252 -2.65488 0.027
C -0.34782 1.86273 -1.41641 0.816
C 0.75605 2.75366 -1.52079 -0.737
C 1.21163 3.46689 -0.39159 -0.513
C 0.58085 3.32593 0.85608 0.254
C -0.58132 2.53776 0.92131 -0.704
C -1.00031 1.75824 -0.16866 -0.713
Br 1.39038 4.14581 2.28369 0.036
H -2.81387 0.57899 -1.87429 0.141
H -0.43817 1.48185 -3.59740 0.827
H -3.91323 3.11847 -1.96212 0.447
H -2.69631 0.90511 -5.50901 0.514
H -5.49121 4.40014 -3.41533 0.414
H -4.39951 2.22391 -6.78540 0.429
H 1.27272 2.84391 -2.49167 0.431
H -1.82287 1.04567 -0.05133 0.588
H 2.08337 4.13336 -0.41967 0.495
H -1.15485 2.52649 1.85047 0.783
P -0.62293 -2.63591 -1.85203 0.439
C 3.19978 0.74721 -0.93423 -0.087
C 4.72680 0.86409 -0.89615 -1.651
H 2.81614 0.85069 0.08592 0.417
H 2.81899 1.59285 -1.51041 0.194
H 4.94505 1.81193 -0.37263 0.433
H 5.23424 0.08016 -0.31413 0.315
H 5.18014 0.92545 -1.90175 0.328
C 3.50233 -1.37889 -2.82104 -0.730
C 4.76240 -2.14639 -2.40534 -1.287
H 3.80432 -0.47097 -3.35906 0.433
H 2.91000 -1.99921 -3.51441 0.364
H 5.34314 -2.28247 -3.32612 0.429
H 5.40517 -1.59536 -1.71374 0.250
H 4.55498 -3.13822 -1.98126 0.315
C 2.53490 -1.86646 -0.14757 -0.296
C 3.73596 -1.72982 0.79801 -1.607
H 2.54005 -2.87059 -0.60235 0.360
H 1.61023 -1.76684 0.44006 0.384
H 3.64925 -2.50398 1.57912 0.448
H 4.68994 -1.91030 0.28806 0.266
H 3.80370 -0.75969 1.31218 0.300
C -0.32312 -3.34846 -0.18673 -0.339
C -1.23091 -4.52532 0.19683 -1.299
H -0.42797 -2.51042 0.52042 0.253
H 0.73263 -3.67052 -0.17093 0.355
H -2.21041 -4.17617 0.54946 0.327
H -1.37561 -5.23857 -0.63033 0.305
H -0.74463 -5.06325 1.02159 0.414
C 0.05457 -3.95456 -2.93431 -0.447
C 0.19272 -3.42196 -4.35723 -1.244
H -0.60209 -4.83841 -2.85049 0.522
H 1.03306 -4.25397 -2.52160 0.451
H -0.76568 -3.39651 -4.88875 0.341
H 0.60075 -2.40032 -4.35330 0.246
H 0.87583 -4.04734 -4.93941 0.369
C -2.42009 -2.54911 -2.04197 -0.329
C -3.16081 -1.93180 -0.85241 -1.327
H -2.77208 -3.57072 -2.24108 0.681
H -2.59104 -1.94803 -2.94528 0.513
H -4.02407 -2.55703 -0.58208 0.360
H -2.54100 -1.80408 0.04486 0.253
H -3.55885 -0.94856 -1.11688 0.247
C -1.51826 3.59166 4.27169 -1.053
P -0.46961 2.09020 4.19018 0.661
C -1.64108 0.77012 3.63871 -1.001
C -0.18625 1.67151 5.93821 0.698
C -1.25161 1.39688 6.79875 -0.192
C -1.00352 0.95351 8.09814 -0.720
C 0.30781 0.81564 8.56771 -0.475
C 1.37940 1.15115 7.73184 -0.631
C 1.14664 1.59098 6.42298 -0.372
H -1.41513 4.12850 3.32493 0.426
H -1.15467 4.24435 5.07088 0.416
H -2.57550 3.37616 4.43831 0.423
H -1.72771 -0.04399 4.36539 0.503
H -2.63762 1.15221 3.39235 0.397
H -1.21852 0.35367 2.71497 0.132
H -2.27471 1.51547 6.44508 0.347
H -1.83242 0.69346 8.75069 0.415
H 0.49436 0.43791 9.57607 0.421
H 2.40965 1.04914 8.10962 0.380
H 1.96838 1.86530 5.74761 0.331

***

3.
99
Properties=species:S:1:pos:R:3:mulliken_charge:R:1 method="wB97M-V/def2-TZVPD" energy_ev=-142330.1673 orbital_gap_ev=8.847
C 5.13285 -1.06807 1.45522 -0.159
C 5.22050 -0.91013 0.25861 -2.133
C 5.31089 -0.55779 -1.15506 3.132
C 6.82230 -0.80467 -1.50422 -1.192
N 7.73925 -0.30181 -0.52828 -0.627
O 5.15137 0.88037 -1.14108 -0.637
S 4.32844 1.52034 -2.32254 1.430
O 4.90943 1.27387 -3.61091 -0.632
O 4.22748 2.91084 -2.02815 -0.823
C 2.67376 0.73140 -2.13365 1.004
C 2.39585 1.03980 -0.63553 -1.750
N 0.97661 1.07873 -0.29693 -0.131
C 1.84657 1.59007 -3.13489 -1.914
C 0.51531 1.20469 -3.79173 -2.029
C -0.79840 1.24718 -3.00796 0.538
C -1.08048 2.69425 -2.59555 -0.759
C -2.38905 2.97730 -1.82470 -0.713
C -3.58927 2.07257 -2.13771 -0.667
C -3.74732 0.98353 -1.07829 0.977
C -5.14496 0.33602 -1.11235 -0.914
C -5.16947 -0.81267 -2.11336 -0.382
O -5.25674 -0.25467 -3.41200 -0.323
C -4.70525 -1.05899 -4.42638 -0.717
C 2.90397 -0.79671 -2.45535 5.608
C 2.88854 -0.83111 -3.93712 -2.320
C 2.93522 -0.78246 -5.14497 -0.689
C 1.71473 -1.74899 -2.16432 -3.357
C 1.10699 -1.90713 -0.78843 1.576
C -0.23097 -2.20230 -0.73790 -0.709
C -0.88390 -2.42543 0.44042 -0.785
C -0.22922 -2.36012 1.63565 -0.018
C 1.09966 -2.05038 1.61378 -1.314
C 1.73922 -1.85131 0.42792 0.739
C 4.36059 -1.40879 -2.10092 -2.074
O 5.04817 -1.78636 -3.23663 -0.555
I 4.21973 -3.39650 -1.15011 0.169
H 5.11674 -0.90080 2.49606 0.523
H 7.03496 -0.45439 -2.50915 0.484
H 6.91706 -1.88338 -1.52955 0.432
H 7.46577 0.57557 -0.11831 0.252
H 7.99795 -0.98428 0.15886 0.287
H 2.94726 0.31857 -0.04564 0.283
H 2.82981 1.99825 -0.38001 0.547
H 0.67236 2.04212 -0.28348 0.353
H 0.84569 0.73334 0.64506 0.160
H 1.69398 2.55005 -2.65923 0.778
H 2.51938 1.81467 -3.95240 0.904
H 0.55549 0.27024 -4.33274 0.460
H 0.36431 1.93911 -4.57881 0.598
H -0.87083 0.53475 -2.20047 -0.294
H -1.57560 0.98034 -3.71907 0.627
H -0.26847 3.12965 -2.02225 0.157
H -1.14295 3.27115 -3.51555 0.364
H -2.69827 3.99639 -2.03453 0.467
H -2.15616 2.96316 -0.76607 0.030
H -3.58364 1.68573 -3.14689 0.087
H -4.47220 2.70094 -2.05756 0.656
H -3.63522 1.49440 -0.12882 -0.419
H -2.94171 0.26850 -1.20510 -0.239
H -5.36820 -0.03880 -0.11951 0.287
H -5.84665 1.08869 -1.45234 0.364
H -6.00819 -1.48302 -1.91987 0.372
H -4.22951 -1.33668 -2.00981 0.191
H -5.49938 -1.50910 -5.01966 0.285
H -4.10935 -0.44260 -5.09224 0.244
H -4.05213 -1.84149 -4.04778 0.317
H 3.01475 -1.07473 -6.15404 0.584
H 0.91779 -1.38664 -2.79765 0.495
H 1.90179 -2.73245 -2.57449 0.816
H -0.79712 -2.29576 -1.65254 0.494
H -1.92211 -2.68902 0.47820 0.437
H -0.74285 -2.54353 2.56745 -0.010
H 1.62640 -1.97192 2.54927 0.497
H 2.79379 -1.63048 0.46371 -0.145
H 5.49465 -1.01704 -3.62086 0.441
Cl -2.12740 -3.78463 3.71459 -0.111
C -2.48360 -3.99806 5.44818 -0.529
C -1.47218 -3.30238 6.31547 -0.138
Cl 0.13141 -4.07813 6.23215 -0.186
H -2.51898 -5.06418 5.65585 0.356
H -3.47309 -3.57944 5.62439 0.301
H -1.79225 -3.34320 7.35476 0.373
H -1.35471 -2.26149 6.03085 -0.041
Cl -2.55886 2.38171 2.10404 -0.098
C -3.66987 2.92070 3.39006 -0.644
C -4.37947 1.77258 4.04555 -0.128
Cl -5.55368 0.97774 2.96226 -0.187
H -4.36544 3.63121 2.95122 0.350
H -3.06972 3.44089 4.13514 0.299
H -4.93697 2.13432 4.90774 0.333
H -3.67058 1.02095 4.38193 0.033
Cl -0.37545 0.19675 4.96651 -0.065
C -0.25359 1.63618 6.01005 -0.548
C -0.95314 1.44649 7.33364 -0.497
Cl -2.72478 1.35372 7.13985 -0.167
H -0.66476 2.47972 5.46105 0.246
H 0.80596 1.81849 6.17966 0.347
H -0.74611 2.29508 7.98295 0.364
H -0.62458 0.54088 7.83528 0.321

***

4.
91
Properties=species:S:1:pos:R:3:mulliken_charge:R:1 method="wB97M-V/def2-TZVPD" energy_ev=-91797.4735 orbital_gap_ev="6.748 / 6.411" spin_multiplicity=4 relative_energy_kcal_mol=39.72
V 0.12124 -0.14992 0.35009 1.711
C -0.97872 -1.95982 3.32315 -1.439
C -1.84317 -0.99462 2.54920 1.104
C -1.58161 0.37178 2.58537 -0.910
C -2.44953 1.28560 1.97447 0.071
C -3.57940 0.83351 1.32549 -0.859
C -3.84609 -0.53852 1.27360 -0.427
C -2.98980 -1.43715 1.87294 -0.371
H -1.48790 -2.27738 4.23662 0.418
H -0.03461 -1.49830 3.61694 0.215
H -0.75741 -2.85539 2.74610 0.176
H -0.75222 0.72903 3.18573 0.616
H -2.23474 2.34532 2.03170 0.459
H -4.25127 1.53617 0.84779 0.414
H -4.72347 -0.90222 0.75012 0.369
H -3.20217 -2.49946 1.82559 0.439
C 3.57463 0.60540 -0.92959 -0.906
C 2.38244 0.64762 -1.87538 -1.182
N 1.37096 -0.37671 -1.54093 0.809
C 1.82309 -1.77216 -1.73427 -0.063
C 2.50561 -2.41412 -0.52809 -1.199
S 1.71381 -2.04669 1.08070 -0.208
C 3.15138 -1.44347 1.99252 -0.774
C 3.90041 -0.19325 1.43182 -1.057
N 3.15204 0.54770 0.45224 0.035
H 4.16158 -0.28488 -1.15142 0.396
H 4.22118 1.46092 -1.14401 0.474
H 1.89272 1.62341 -1.83289 0.392
H 2.74729 0.49501 -2.89293 0.484
H 0.57034 -0.24995 -2.15371 -0.644
H 0.91401 -2.31629 -1.92991 -0.527
H 2.48542 -1.86076 -2.60342 0.364
H 2.48120 -3.49335 -0.66921 0.714
H 3.54595 -2.12067 -0.41005 0.500
H 2.77362 -1.25849 3.00095 0.362
H 3.82548 -2.29808 2.06603 0.575
H 4.12800 0.45348 2.27842 0.515
H 4.85956 -0.51965 1.02619 0.440
H 2.84790 1.44715 0.78736 0.049
C -2.10419 0.74465 -2.11706 -0.361
Si -2.06522 -1.10250 -2.52449 -0.133
C -1.05092 -1.25509 -4.10055 -1.056
C -3.80102 -1.55363 -3.06865 -1.330
C -1.38510 -2.05840 -1.18230 3.427
Si -1.46436 -3.84045 -1.16281 0.005
C -0.95544 -4.58251 0.48345 -0.811
C -3.15134 -4.55818 -1.51605 -1.215
C -0.34142 -4.64659 -2.43795 -1.119
H -1.33536 1.31273 -2.66098 0.312
H -1.94535 0.90810 -1.05178 -0.682
H -3.07399 1.19531 -2.37029 0.570
H -1.59297 -0.84231 -4.96245 0.429
H -0.83353 -2.30715 -4.32188 0.227
H -0.08877 -0.72913 -4.03536 0.285
H -4.20912 -0.80811 -3.76576 0.387
H -4.47313 -1.62943 -2.20385 0.274
H -3.81367 -2.52603 -3.57888 0.296
H -1.50809 -1.61993 -0.20179 -2.699
H -1.80108 -4.62947 1.18342 0.301
H -0.15242 -4.01267 0.95783 0.036
H -0.59223 -5.60946 0.34332 0.465
H -3.90387 -4.10873 -0.85507 0.272
H -3.15966 -5.64547 -1.36387 0.357
H -3.46419 -4.36222 -2.54952 0.332
H 0.71622 -4.47707 -2.19872 0.245
H -0.51875 -4.24866 -3.44585 0.298
H -0.50287 -5.73204 -2.47872 0.427
N 0.38696 1.51706 0.73534 -0.048
C 0.61215 2.74711 1.00087 -1.586
C 1.21728 3.10899 2.32883 1.838
C 1.15804 4.40820 2.82763 -0.634
C 1.68601 4.71896 4.07711 -0.930
C 2.27723 3.73070 4.85083 -0.581
C 2.32923 2.42614 4.37044 -1.511
C 1.80179 2.12197 3.12279 0.220
C 0.32924 3.81523 -0.02361 -0.038
C -0.79764 3.72892 -0.83591 0.052
C -1.00122 4.63982 -1.86452 -0.852
C -0.07261 5.64956 -2.10247 -0.501
C 1.05466 5.74252 -1.30017 -1.020
C 1.25078 4.83276 -0.26323 -0.220
H 0.67589 5.18303 2.24461 0.553
H 1.62947 5.73695 4.44439 0.420
H 2.68613 3.97181 5.82407 0.412
H 2.77417 1.64313 4.97258 0.433
H 1.82948 1.10852 2.74531 0.667
H -1.51331 2.93554 -0.65958 0.480
H -1.88521 4.55689 -2.48510 0.434
H -0.22662 6.35629 -2.90880 0.406
H 1.78918 6.51739 -1.48056 0.407
H 2.14298 4.90620 0.35048 0.525